No. 1
84
Properties=species:S:1:pos:R:3:forces:R:3 method="wB97M-V/def2-TZVPD" largest_force_ev_per_a=1.37 de_lowest_kj_mol=47.9 energy_ev=-177708.6956 homo_energy_ev=-7.649 charge=0
Ca -0.43714 -1.16738 -0.32488 0.204 0.303 0.086
O -5.78079 -3.74023 1.09976 -0.671 0.039 1.190
C -5.49343 -2.96837 2.13288 -0.251 -0.360 -0.262
O -6.17376 -2.91331 3.12863 0.004 0.070 0.071
C -4.26013 -2.14607 2.01780 -0.104 0.118 0.260
C -3.83014 -1.28829 3.00927 0.122 -0.002 -0.011
N -2.69760 -0.72242 2.57268 -0.034 0.048 -0.081
N -2.36261 -1.13994 1.34129 0.120 0.103 0.219
C -3.30742 -2.01096 0.99938 0.043 -0.047 -0.151
C -3.22982 -2.65891 -0.35481 0.293 0.286 0.040
O -4.13961 -3.42136 -0.69204 0.533 -0.004 -0.585
O -2.21958 -2.32496 -1.04805 -0.348 -0.421 0.013
H -5.09634 -3.65283 0.38345 0.143 0.004 -0.543
H -4.26144 -1.06589 3.97039 -0.004 -0.008 -0.007
H -2.13318 -0.01967 3.03333 -0.011 -0.034 -0.004
Cl 0.53666 -1.13785 3.92524 -0.019 0.060 -0.002
C 1.84111 0.02355 3.98399 -0.020 -0.031 -0.001
C 2.83714 -0.18228 4.92517 -0.049 0.008 -0.044
C 3.88402 0.71953 5.00613 0.047 0.027 0.011
C 3.92622 1.81477 4.15522 0.012 -0.018 0.020
C 2.92128 2.00643 3.22224 -0.091 -0.071 -0.010
C 1.84990 1.11496 3.11669 0.142 0.094 0.043
P 0.57404 1.27554 1.82021 -0.242 -0.349 -0.163
C -0.83664 2.05018 2.70056 0.059 0.099 0.144
C -1.00579 1.94666 4.08289 -0.039 0.023 -0.061
C -2.18081 2.37890 4.68926 0.005 -0.004 0.000
C -3.19688 2.93765 3.92939 0.017 0.005 0.002
C -3.01930 3.08911 2.56013 0.023 -0.001 -0.030
C -1.85294 2.65189 1.95161 -0.030 -0.031 -0.024
C 1.19140 2.59809 0.74009 0.063 0.060 -0.014
C 1.85808 2.19354 -0.41544 0.027 0.024 -0.023
C 2.35401 3.13354 -1.30733 -0.015 -0.013 0.021
C 2.17351 4.48611 -1.05677 0.001 -0.002 -0.014
C 1.50443 4.89851 0.08843 0.004 -0.016 -0.002
C 1.01761 3.95895 0.98496 0.014 0.005 0.023
H 2.78697 -1.04385 5.57615 -0.001 0.001 0.000
H 4.66912 0.56133 5.73369 -0.003 0.003 -0.004
H 4.74591 2.51846 4.21495 -0.007 -0.003 -0.003
H 2.96644 2.85510 2.55300 0.006 0.010 0.000
H -0.22170 1.53581 4.70176 0.063 -0.063 0.010
H -2.29147 2.28249 5.76195 -0.007 0.001 -0.008
H -4.11381 3.26788 4.39965 0.007 -0.002 0.005
H -3.79371 3.54782 1.95851 -0.002 0.000 0.011
H -1.72689 2.77610 0.88394 0.000 -0.025 0.003
H 1.99726 1.13696 -0.62406 -0.015 -0.012 0.024
H 2.86959 2.80454 -2.20017 0.001 0.010 -0.001
H 2.54987 5.22108 -1.75677 0.000 -0.001 0.005
H 1.36242 5.95383 0.28291 -0.003 -0.005 0.005
H 0.49529 4.28457 1.87688 0.007 0.002 -0.009
Br 0.87616 -1.16000 -3.02864 0.031 0.037 -0.017
C 2.22489 -2.48790 -2.69983 0.000 0.031 -0.008
C 2.92939 -2.90611 -3.78767 0.005 0.003 0.012
C 3.93864 -3.87527 -3.61158 0.002 -0.002 -0.008
C 4.19503 -4.36531 -2.36546 -0.004 0.003 -0.022
C 3.46226 -3.92106 -1.23704 0.023 -0.009 0.015
C 3.75322 -4.42863 0.05286 -0.016 0.017 0.000
C 3.04601 -3.98617 1.12953 -0.001 0.011 -0.010
C 2.01538 -3.03042 0.95777 -0.010 -0.010 0.031
C 1.65382 -2.48374 -0.25843 0.004 -0.002 -0.006
C 2.42470 -2.95398 -1.37330 0.027 0.051 0.009
H 2.71996 -2.50017 -4.76771 0.003 -0.010 -0.004
H 4.50205 -4.21770 -4.46964 0.001 -0.002 0.003
H 4.97103 -5.10780 -2.21911 0.000 0.004 0.009
H 4.54112 -5.16522 0.15990 -0.001 0.003 0.000
H 3.26593 -4.36921 2.11995 0.003 -0.004 -0.005
H 1.48813 -2.73283 1.86235 -0.006 0.003 -0.019
C 0.24294 1.89115 -6.60433 0.048 -0.018 -0.031
C -1.02144 2.23747 -5.82230 -0.041 0.011 0.036
C -1.54912 1.09003 -5.02375 0.021 0.042 0.031
N -1.72069 1.11847 -3.74912 0.009 -0.050 -0.028
N -2.20126 -0.05440 -3.22145 -0.039 -0.006 0.005
C -2.38175 -0.97651 -4.12274 -0.040 -0.122 0.043
N -2.84592 -2.21137 -3.83492 -0.006 0.069 -0.163
S -1.97795 -0.44573 -5.72732 -0.012 0.003 -0.049
H 0.60789 2.76124 -7.14983 -0.007 0.004 0.017
H 0.06088 1.09845 -7.33210 -0.019 0.004 0.012
H 1.03222 1.55043 -5.93282 -0.011 0.003 0.004
H -1.80038 2.59742 -6.49916 0.010 -0.026 -0.026
H -0.82771 3.03710 -5.10664 0.011 0.004 -0.006
H -2.77276 -2.48830 -2.85646 0.021 0.017 0.019
H -2.75156 -2.93652 -4.52280 0.006 0.013 -0.007
O -1.43227 1.02678 -0.72092 0.005 0.031 0.169
H -1.64497 1.20967 -1.65269 0.051 -0.048 -0.059
H -2.27319 0.76677 -0.31873 -0.059 0.071 -0.098

No. 2
87
Properties=species:S:1:pos:R:3:forces:R:3 method="wB97M-V/def2-TZVPD" largest_force_ev_per_a=1.75 de_lowest_kj_mol=79.5 energy_ev=-80383.9876 homo_energy_ev=-5.556 charge=-1
Mg -0.75125 0.26123 0.10756 -0.947 1.401 0.448
O -3.73092 -5.99052 0.79776 0.474 -0.638 0.311
C -4.27644 -4.96841 0.39150 0.573 0.915 0.064
O -5.41382 -4.74941 -0.02824 -0.671 0.180 -0.350
C -3.36045 -3.66854 0.43279 -0.336 -0.438 0.152
C -2.23526 -3.58240 1.23760 0.062 0.182 -0.198
C -1.53423 -2.38008 1.31273 -0.351 -0.799 -0.037
N -1.86683 -1.33164 0.57582 -0.291 -0.284 0.234
C -2.92546 -1.41085 -0.23391 -0.478 -1.154 0.230
C -3.72669 -2.54403 -0.29164 0.308 0.321 -0.024
C -3.24771 -0.19186 -0.96322 -0.899 0.387 -0.690
C -4.10530 -0.17003 -2.06731 0.132 -0.072 0.130
C -4.48924 1.04660 -2.59337 0.103 0.062 0.182
C -4.02633 2.20943 -1.98967 -0.004 -0.146 -0.005
C -3.13335 2.08648 -0.93942 -0.302 0.626 -0.285
N -2.73689 0.92477 -0.45489 -0.260 -0.250 0.009
C -0.38660 -2.23474 2.22477 0.395 -0.344 0.340
C 0.65473 -3.16134 2.20565 -0.100 0.164 0.088
C 1.71841 -2.97428 3.06705 -0.050 0.056 0.108
C 1.68895 -1.90052 3.94217 -0.044 -0.084 -0.101
C 0.59315 -1.05407 3.89945 0.205 -0.060 0.399
N -0.41834 -1.20598 3.06388 -0.440 0.016 -0.071
H -1.92049 -4.44435 1.80470 -0.044 -0.102 0.102
H -4.64923 -2.57715 -0.85110 -0.031 -0.039 -0.081
H -4.44686 -1.09493 -2.50117 -0.034 -0.106 -0.024
H -5.14921 1.09227 -3.44817 -0.031 -0.019 -0.037
H -4.33979 3.18405 -2.33401 0.038 0.045 0.002
H -2.72584 2.95745 -0.44886 0.072 0.062 -0.039
H 0.64063 -3.98122 1.50539 -0.034 -0.065 -0.089
H 2.55955 -3.65198 3.05706 0.055 -0.052 -0.019
H 2.50318 -1.71689 4.62686 0.024 0.056 0.048
H 0.51991 -0.21093 4.57459 0.071 0.084 0.056
C 0.12047 4.59694 -0.06830 -0.002 -0.323 0.038
C 0.11817 3.09787 -0.28891 0.537 1.253 -0.211
N 0.97915 2.58808 -1.16131 0.132 -0.159 -0.019
O -0.67954 2.38610 0.30473 -0.543 -0.251 0.199
H 0.96958 5.08062 -0.54021 0.081 0.073 -0.047
H 0.12420 4.79815 1.00075 0.031 -0.040 0.067
H -0.80081 5.00286 -0.48452 -0.053 0.016 -0.034
H 1.64572 3.13912 -1.67106 -0.094 0.039 0.069
H 0.80316 1.59646 -1.36653 0.250 -0.096 -0.386
C 2.04050 -0.35081 -2.58524 -0.335 -0.153 0.041
C 0.57820 -0.77134 -2.33151 0.348 -0.519 -0.678
O -0.12412 0.12664 -1.62676 0.013 0.180 -0.616
C -0.15488 -0.95649 -3.68507 -0.038 0.216 -0.414
F -0.24524 0.22509 -4.32629 0.112 0.253 0.058
F 0.44742 -1.79150 -4.55201 0.215 -0.175 0.076
F -1.40803 -1.39462 -3.53711 -0.227 -0.039 0.066
C 0.60473 -2.14930 -1.63711 0.279 -0.589 -0.194
F 1.32493 -3.06149 -2.32649 0.098 -0.044 -0.277
F 1.16407 -2.08563 -0.43321 0.083 0.210 0.192
F -0.61207 -2.68085 -1.48288 -0.174 -0.065 -0.009
H 2.04698 0.58135 -3.14563 -0.002 0.052 -0.062
H 2.58053 -1.11374 -3.14031 0.086 0.041 -0.033
H 2.51127 -0.19667 -1.61598 0.062 -0.003 0.067
C 5.93749 6.50234 0.58117 0.004 -0.013 -0.003
C 6.01789 5.20019 1.32480 0.133 0.023 0.070
C 7.22873 4.79075 1.86286 0.011 0.017 -0.018
C 7.32777 3.57662 2.51925 0.023 -0.079 0.013
C 6.20473 2.79930 2.70226 -0.083 -0.002 -0.015
C 4.96350 3.20991 2.20575 0.398 0.367 0.074
N 3.87249 2.39101 2.44697 -0.024 -0.577 -0.244
C 2.58192 2.75775 2.73204 -0.186 0.016 0.312
C 2.27610 3.98609 3.32997 0.022 0.032 -0.011
C 0.97177 4.29597 3.65605 0.005 -0.017 0.045
C -0.04811 3.37900 3.44529 -0.237 0.037 0.116
C 0.24095 2.16254 2.85654 0.171 0.171 0.152
C 1.53628 1.84960 2.47103 0.079 -0.021 -0.060
C 1.78366 0.59899 1.66974 0.329 0.139 -0.123
O 2.92036 0.10407 1.62978 0.093 -0.105 0.056
O 0.79462 0.16029 1.02117 1.368 -0.165 0.900
C 4.88599 4.39326 1.45164 -0.107 -0.193 0.064
C 3.62673 4.75293 0.71866 0.116 -0.018 0.016
H 6.81710 7.11248 0.77857 0.021 0.020 -0.013
H 5.05252 7.06446 0.87685 -0.028 0.091 -0.036
H 5.87880 6.33522 -0.49539 -0.036 0.043 -0.086
H 8.10487 5.41201 1.74931 0.081 0.118 -0.021
H 8.28084 3.24664 2.90650 0.076 -0.031 0.046
H 6.26270 1.86157 3.23650 -0.029 -0.043 0.082
H 3.93993 1.38892 2.22463 0.005 0.170 -0.045
H 3.07202 4.68477 3.54373 0.087 0.051 -0.006
H 0.74607 5.26214 4.08701 0.009 0.054 0.100
H -1.06365 3.62243 3.72148 -0.085 0.004 0.027
H -0.54003 1.44268 2.66316 -0.033 -0.027 0.070
H 3.07367 5.54239 1.22734 -0.136 0.084 -0.017
H 2.97510 3.88782 0.64198 -0.063 -0.004 -0.084
H 3.86968 5.09790 -0.28511 -0.010 0.076 -0.106

No. 3
79
Properties=species:S:1:pos:R:3:forces:R:3 method="wB97M-V/def2-TZVPD" spin_multiplicity=2 largest_force_ev_per_a=2.83 de_lowest_kj_mol=423.0 s_squared=0.769 energy_ev=-84288.1680 homo_energy_ev="-6.221 / -6.219" charge=0
Ir -0.23130 -0.17600 -1.54235 -0.042 0.977 0.553
O 2.95580 -1.65040 4.35523 -0.313 0.222 0.104
C 1.78342 -1.99305 4.12155 0.368 -0.837 -0.276
O 0.96702 -2.68927 4.74974 0.029 0.497 0.003
C 1.29289 -1.58723 2.69823 0.001 0.189 0.204
C -0.04297 -1.73341 2.35418 -0.298 -0.030 -0.112
C -0.46277 -1.30522 1.10801 -0.187 -0.009 0.030
N 0.41788 -0.79239 0.24988 0.093 -0.059 0.438
C 1.70797 -0.64121 0.54308 0.170 0.035 -0.103
C 2.18087 -1.03721 1.78203 0.166 0.125 -0.132
C 2.47575 -0.01419 -0.56920 -0.071 -0.112 0.252
C 3.81593 0.30371 -0.46880 0.145 -0.036 0.086
C 4.46815 0.88103 -1.54616 0.024 -0.014 0.095
C 3.75834 1.12652 -2.70567 -0.032 0.005 -0.075
C 2.41488 0.80396 -2.74227 -0.107 0.043 -0.152
N 1.78088 0.25549 -1.70445 0.011 0.168 -0.020
C -1.84158 -1.34457 0.55115 0.184 -0.054 0.114
C -2.92941 -1.79786 1.27088 -0.056 -0.051 0.113
C -4.17650 -1.84804 0.66996 0.037 0.005 0.046
C -4.30463 -1.44396 -0.64575 0.012 0.006 -0.040
C -3.18475 -0.97752 -1.30863 0.002 0.042 -0.147
N -1.98378 -0.91500 -0.73044 -0.105 0.122 -0.013
H -0.70845 -2.18040 3.08338 0.084 0.015 0.008
H 3.21394 -0.91971 2.08651 -0.058 -0.035 0.060
H 4.33885 0.10133 0.45604 -0.004 -0.020 -0.048
H 5.51676 1.13994 -1.47669 -0.025 -0.034 0.014
H 4.22861 1.56848 -3.57281 -0.043 -0.015 0.007
H 1.80608 0.98749 -3.61838 0.013 -0.019 0.031
H -2.79278 -2.11283 2.29622 0.005 -0.022 -0.044
H -5.03631 -2.20247 1.22262 0.027 -0.013 0.007
H -5.25525 -1.48114 -1.15811 0.027 0.015 -0.017
H -3.22829 -0.63333 -2.33335 0.009 -0.007 0.004
C 2.20232 -5.82315 -3.31289 0.171 -0.021 0.199
C 1.27904 -4.83066 -2.67973 -1.123 -1.251 2.058
S 1.10075 -3.26162 -3.26661 -0.376 1.320 -0.762
C 0.47815 -5.08832 -1.55595 1.873 -0.304 -2.101
C 0.43630 -6.36820 -0.78536 0.085 0.180 0.163
S -0.42783 -3.74383 -1.11413 -1.203 1.205 0.278
H 2.73124 -5.37477 -4.14991 0.045 -0.015 -0.058
H 1.64291 -6.68714 -3.67935 0.012 0.022 -0.043
H 2.93598 -6.18729 -2.58970 0.069 -0.030 -0.077
H 0.94611 -7.17556 -1.31217 -0.016 0.056 -0.022
H -0.59578 -6.66330 -0.59832 -0.037 -0.073 0.003
H 0.91668 -6.23293 0.18577 0.018 -0.092 0.071
C 1.04487 3.94518 4.33015 0.020 0.020 -0.008
C -0.02782 2.92438 3.92537 0.016 -0.032 0.017
C 0.58136 1.52551 4.00398 -0.013 0.011 -0.040
C -1.20173 2.99406 4.91379 -0.033 0.002 -0.019
C -0.53245 3.25779 2.52100 0.029 -0.017 0.013
C -1.15826 4.49976 2.29632 -0.024 0.052 -0.058
C -1.63661 4.87343 1.05832 0.015 -0.002 0.028
C -1.49392 3.97918 0.00128 0.057 -0.138 -0.099
S -1.97848 4.14189 -1.65745 0.103 -0.239 -0.102
C -1.33665 2.56033 -1.99384 -0.258 0.286 -0.522
N -0.80557 1.97145 -0.96004 0.269 -1.656 -0.699
C -0.87931 2.74331 0.19375 0.207 -0.170 0.475
C -0.39423 2.38505 1.45523 0.018 -0.090 -0.069
C -1.39130 1.90141 -3.29975 0.014 0.071 0.218
C -1.89600 2.54954 -4.42979 -0.014 0.048 0.000
C -1.93350 1.88911 -5.64316 0.023 0.007 0.060
C -1.45521 0.58256 -5.71479 -0.002 0.052 0.065
C -0.95119 -0.05142 -4.58637 0.069 -0.149 0.140
C -0.90531 0.57581 -3.33278 -0.094 -0.032 -0.224
H 1.41855 3.71425 5.33068 -0.020 0.015 -0.045
H 0.65230 4.96445 4.34125 0.020 -0.035 0.008
H 1.88788 3.91260 3.63556 -0.020 0.007 0.036
H 0.89597 1.31312 5.02659 0.008 -0.001 -0.032
H 1.46390 1.42604 3.36684 -0.032 -0.011 0.017
H -0.13979 0.75650 3.71753 0.025 0.012 0.030
H -0.86748 2.68907 5.90802 -0.011 0.029 -0.041
H -2.00671 2.32304 4.60392 0.028 0.011 0.033
H -1.61148 4.00352 4.99094 0.006 -0.041 -0.004
H -1.26901 5.19476 3.11959 0.007 -0.038 -0.025
H -2.10905 5.83746 0.91331 0.020 -0.051 0.007
H 0.09150 1.42422 1.57213 -0.046 0.059 0.032
H -2.25561 3.57142 -4.35696 0.001 -0.034 -0.021
H -2.32447 2.38126 -6.52471 0.012 -0.010 0.040
H -1.47998 0.05547 -6.66179 0.021 0.000 0.043
H -0.58634 -1.07026 -4.68140 -0.006 -0.030 0.044